No. 1
{"formula": "C12H9FIN2NdO4", "method": "the ωB97M-V functional and the def2-TZVPD basis", "lumo_energy_ha": [-0.032, -0.029], "multiplicity": 4, "homo_ha": [-0.2962, -0.2961], "total_charge": 0, "homo_lumo_gap_ev": [7.19, 7.26], "elements": ["Nd", "O", "C", "O", "C", "C", "N", "N", "C", "C", "O", "O", "H", "H", "H", "I", "F", "C", "C", "C", "C", "C", "C", "C", "H", "H", "H", "H", "H", "H"], "positions_angstrom": [[-0.0696, -0.0356, 0.3272], [2.9737, 3.8092, -3.2838], [1.6980, 4.0506, -3.4776], [1.2963, 4.9556, -4.1645], [0.7042, 3.1298, -2.8340], [-0.6509, 3.3002, -3.0196], [-1.2785, 2.3984, -2.2575], [-0.4268, 1.6409, -1.5693], [0.7971, 2.0542, -1.9209], [2.0143, 1.3009, -1.4121], [3.1197, 1.6601, -1.7780], [1.7692, 0.3103, -0.6302], [3.1258, 3.0240, -2.6985], [-1.1562, 4.0049, -3.6587], [-2.2694, 2.2454, -2.1820], [-1.7244, -1.9478, -1.1655], [-1.5942, -5.5892, 2.0066], [-1.2265, -4.3106, 2.2029], [0.0692, -3.9357, 1.9233], [0.4436, -2.6147, 2.1240], [-0.4591, -1.6633, 2.6343], [-0.0553, -0.2339, 2.8068], [-1.7650, -2.0982, 2.9027], [-2.1531, -3.4075, 2.6901], [0.7662, -4.6746, 1.5503], [1.4763, -2.3249, 1.9445], [0.9500, -0.1832, 3.2377], [-0.7288, 0.2588, 3.5099], [-2.4828, -1.3877, 3.2950], [-3.1631, -3.7363, 2.8968]], "atomic_forces_ev_per_a": [[-1.746, -1.091, 1.267], [0.285, 0.125, 0.080], [-0.273, -0.171, -0.334], [0.025, 0.004, 0.107], [0.065, -0.043, 0.252], [0.137, 0.094, -0.117], [-0.059, 0.176, 0.024], [0.482, -0.116, 0.156], [0.023, 0.061, -0.163], [0.171, 0.761, -0.654], [-0.086, -0.100, 0.160], [1.227, 0.127, -0.346], [-0.056, -0.083, -0.057], [-0.066, -0.023, 0.059], [-0.055, -0.106, 0.038], [-0.176, -0.061, -0.143], [-0.048, -0.056, -0.004], [0.195, 0.127, -0.030], [-0.050, -0.205, -0.135], [-0.162, 0.329, 0.009], [0.366, 0.340, 0.177], [-0.102, -0.362, 0.083], [-0.079, -0.052, -0.177], [-0.088, 0.071, 0.022], [0.004, 0.029, -0.005], [0.036, -0.016, 0.022], [0.063, 0.106, -0.165], [-0.041, 0.156, -0.146], [-0.010, -0.011, 0.015], [0.017, -0.011, 0.007]]}

=====

No. 2
{"formula": "C12H9N2Se3TeW", "method": "the ωB97M-V functional and the def2-TZVPD basis", "lumo_energy_ha": [-0.477, -0.478], "homo_ha": [-0.6519, -0.6515], "total_charge": 3, "homo_lumo_gap_ev": [4.75, 4.73], "elements": ["W", "C", "C", "C", "C", "C", "C", "N", "N", "C", "C", "C", "C", "C", "C", "H", "H", "H", "H", "H", "H", "H", "H", "H", "Se", "Se", "Te", "Se"], "positions_angstrom": [[-0.6614, -0.8131, 1.5351], [4.6364, -1.1200, -0.8581], [3.5513, -1.7903, -1.4351], [2.2626, -1.4633, -1.0809], [2.0749, -0.4763, -0.1005], [3.1548, 0.2069, 0.4743], [4.4404, -0.1223, 0.0882], [0.8000, -0.1262, 0.3518], [-0.3418, -0.5106, -0.4644], [-1.3233, 0.4379, -0.3331], [-2.7468, 2.7074, -1.1502], [-3.9709, 2.0206, -1.2001], [-4.4219, 0.9758, -0.4271], [-3.6970, 0.2772, 0.5983], [-2.3849, -0.0110, 0.4820], [5.6413, -1.3758, -1.1665], [3.7283, -2.5607, -2.1728], [1.4178, -1.9497, -1.5535], [2.9755, 0.9883, 1.2023], [5.2867, 0.3993, 0.5125], [-2.7642, 3.7347, -1.5175], [-4.7199, 2.5121, -1.8147], [-5.4806, 0.7453, -0.5104], [-4.2683, -0.0967, 1.4420], [-0.6632, -3.1194, 2.0798], [-1.5678, -1.8388, 3.8337], [0.0947, 0.0688, 3.8395], [-1.0526, 2.2999, -0.6546]], "atomic_forces_ev_per_a": [[0.063, 0.608, -0.013], [0.039, -0.053, -0.031], [-0.100, -0.067, 0.002], [-0.011, 0.036, -0.224], [-0.067, 0.329, 0.228], [0.168, -0.037, 0.152], [-0.101, 0.106, 0.124], [-0.335, -0.956, -0.351], [0.064, -0.099, -0.335], [0.238, -0.053, 0.325], [0.094, -0.009, 0.024], [-0.027, -0.017, -0.001], [-0.024, 0.028, -0.028], [0.012, -0.104, -0.167], [-0.059, 0.253, 0.216], [0.015, 0.006, -0.011], [-0.013, 0.000, -0.013], [0.034, 0.037, 0.010], [0.008, 0.010, -0.011], [-0.005, 0.009, 0.008], [-0.010, -0.007, -0.006], [-0.002, -0.003, 0.004], [0.000, 0.002, 0.010], [0.013, 0.002, 0.007], [0.180, -0.161, -0.176], [-0.104, -0.090, 0.129], [0.047, 0.212, 0.156], [-0.117, 0.018, -0.027]]}

=====

No. 3
{"formula": "C13H10BrFN2O3", "method": "the ωB97M-V functional and the def2-TZVPD basis", "lumo_energy_ha": -0.028, "homo_ha": -0.3457, "total_charge": 0, "smiles": "O=C(O)CCc1c(CC(=O)F)c(Br)cc2nccnc12", "homo_lumo_gap_ev": 8.65, "elements": ["O", "C", "O", "C", "C", "C", "C", "C", "C", "O", "F", "C", "Br", "C", "C", "N", "C", "C", "N", "C", "H", "H", "H", "H", "H", "H", "H", "H", "H", "H"], "positions_angstrom": [[0.7898, -2.9023, 2.1464], [-0.0934, -2.9050, 1.3528], [-0.2925, -3.9953, 0.5691], [-1.0788, -1.7851, 1.1692], [-1.0396, -1.1568, -0.2463], [-0.2870, 0.1410, -0.3512], [-0.7594, 1.3299, 0.1798], [-2.0676, 1.4439, 0.9429], [-1.8874, 1.6793, 2.4130], [-2.6855, 2.1039, 3.1510], [-0.6831, 1.3405, 2.8609], [-0.0100, 2.5196, -0.0298], [-0.6013, 4.1591, 0.7036], [1.1601, 2.5129, -0.7339], [1.6614, 1.3184, -1.2782], [2.8363, 1.3558, -1.9737], [3.2381, 0.2042, -2.4308], [2.5228, -0.9924, -2.2496], [1.3916, -1.0471, -1.6049], [0.9367, 0.1329, -1.0896], [-0.9406, -3.7701, -0.1097], [-2.0670, -2.2142, 1.3279], [-0.8923, -1.0809, 1.9618], [-2.0604, -0.9977, -0.5814], [-0.6099, -1.8813, -0.9249], [-2.6473, 2.2685, 0.5593], [-2.6286, 0.5305, 0.7909], [1.7154, 3.4236, -0.8788], [4.1657, 0.1739, -2.9833], [2.9137, -1.9094, -2.6624]], "atomic_forces_ev_per_a": [[0.517, 0.012, 0.516], [-0.045, -0.183, -0.176], [-0.050, 0.157, -0.246], [-0.234, -0.082, -0.345], [-0.349, 0.000, 0.496], [0.032, 0.238, -0.102], [-0.103, 0.045, -0.139], [1.020, -0.518, -0.587], [0.010, -0.137, -0.625], [-1.137, 0.519, 0.878], [0.861, -0.339, 0.140], [0.488, -0.412, -0.237], [-0.015, 0.019, -0.007], [-0.236, 0.393, 0.208], [0.028, 0.251, 0.011], [-0.236, -0.262, 0.130], [0.299, 0.409, -0.116], [-0.403, -0.261, 0.165], [0.068, 0.193, 0.042], [-0.084, -0.336, 0.086], [-0.056, -0.236, 0.003], [-0.159, -0.036, 0.099], [0.076, 0.365, 0.173], [-0.187, 0.085, -0.061], [0.166, 0.063, -0.285], [-0.297, 0.195, -0.067], [-0.313, -0.137, 0.226], [0.149, 0.104, -0.055], [0.161, 0.087, -0.075], [0.028, -0.197, -0.051]]}

=====

No. 4
{"formula": "C13H10CaN4S4", "method": "the ωB97M-V functional and the def2-TZVPD basis", "lumo_energy_ha": -0.061, "homo_ha": -0.2408, "total_charge": 0, "homo_lumo_gap_ev": 4.89, "elements": ["Ca", "S", "C", "S", "S", "N", "C", "C", "C", "C", "C", "N", "C", "H", "H", "H", "H", "N", "C", "S", "C", "C", "C", "N", "C", "C", "H", "H", "H", "H", "H", "H"], "positions_angstrom": [[1.4707, 0.1939, -0.8265], [5.8279, 0.4193, -2.2897], [4.2785, 0.3480, -1.7533], [3.6757, -1.1548, -0.9882], [3.2108, 1.7689, -1.8995], [-4.5258, -1.4676, -3.8260], [-3.3805, -1.3863, -3.8291], [-1.9410, -1.2804, -3.8235], [-1.1833, -1.6425, -4.9313], [0.1902, -1.5201, -4.8654], [0.7620, -1.0410, -3.6992], [0.0340, -0.6900, -2.6301], [-1.2918, -0.8080, -2.6937], [-1.6716, -2.0119, -5.8233], [0.8196, -1.7881, -5.7013], [1.8372, -0.9291, -3.5977], [-1.8673, -0.5221, -1.8213], [-0.5252, 0.8829, 6.2039], [-1.2718, 1.2786, 5.1657], [-2.7118, 2.0327, 5.3448], [-0.6661, 1.0069, 3.7976], [0.4884, 0.2590, 3.6196], [0.9852, 0.0597, 2.3425], [0.3910, 0.5552, 1.2533], [-0.7240, 1.2767, 1.4301], [-1.2823, 1.5218, 2.6674], [-0.8733, 1.0637, 7.1307], [0.3908, 0.4855, 6.1111], [1.0331, -0.1934, 4.4351], [1.8940, -0.5129, 2.1897], [-1.1891, 1.6860, 0.5403], [-2.1841, 2.1093, 2.7672]], "atomic_forces_ev_per_a": [[0.369, -0.067, -0.471], [-0.078, -0.018, -0.037], [-0.129, 0.032, 0.196], [0.012, 0.169, -0.115], [0.161, -0.184, -0.076], [0.019, 0.002, 0.005], [0.218, 0.016, -0.006], [-0.321, -0.016, 0.014], [0.001, -0.053, -0.136], [0.026, -0.001, -0.013], [0.051, 0.074, 0.136], [-0.205, -0.030, -0.062], [0.136, -0.019, -0.039], [0.005, 0.003, 0.011], [-0.008, -0.001, 0.002], [0.006, -0.012, -0.018], [0.021, 0.005, 0.019], [-0.088, -0.012, 0.140], [0.401, 0.004, -0.440], [-0.138, -0.022, 0.042], [-0.259, 0.046, 0.490], [0.182, -0.102, -0.067], [-0.100, 0.053, 0.019], [-0.327, 0.121, 0.582], [0.000, 0.001, 0.055], [-0.006, 0.048, -0.158], [0.004, -0.007, 0.003], [0.021, 0.015, -0.024], [-0.014, -0.013, 0.020], [0.001, -0.003, -0.039], [0.018, -0.017, -0.023], [0.021, -0.012, -0.007]]}

=====

Going through the records in order, we get maximum force values of 0.047, 0.021, 0.030, 0.013 Eh/bohr.